Below is 18 unconnected molecules or ions with the total composition C22H84BNO19P, with properties calculated with wB97M-V/def2-TZVPD.

E_HOMO = -3.59 eV
Orbital gap = 4.97 eV
DFT total energy = -2738.83517 hartree
Max |F| = 2.28 eV/Å
Molecular weight = 708.69 u

ORCA input file:
```
! RIJCOSX wB97M-V def2-TZVPD def2/J DEFGRID3
* xyz -1 1
C 2.7597 -1.9946 -1.2736
C 1.7990 -1.3637 -2.3393
C 2.4631 -0.1213 -3.0356
C 1.2333 -2.3752 -3.3597
C -0.0227 -1.7076 -4.0363
B -1.4179 -2.2818 -3.3634
P -2.4151 -0.8983 -2.4252
N -2.8723 0.1851 -3.5048
O -1.5209 -0.2155 -1.1509
O -3.8006 -1.5777 -1.7294
H 2.1817 -2.3515 -0.4082
H 3.3285 -2.8043 -1.7401
H 3.4024 -1.1826 -0.9042
H 0.9383 -0.9646 -1.7813
H 1.6810 0.6349 -3.1145
H 3.2993 0.2606 -2.4424
H 2.7800 -0.4528 -4.0339
H 0.9768 -3.3179 -2.8760
H 2.0069 -2.5678 -4.1310
H -0.0224 -1.9097 -5.1201
H 0.0009 -0.6130 -3.9204
H -2.1084 -2.7217 -4.2547
H -1.2146 -3.1800 -2.5813
H -3.8847 0.2478 -3.5298
H -1.5638 -0.7568 -0.3689
H -3.5464 -2.4277 -1.3588
C -3.1829 -5.9889 -0.8479
O -2.8818 -4.7648 -0.1825
H -2.3140 -6.2867 -1.4324
H -3.4104 -6.7665 -0.1136
H -4.0356 -5.8469 -1.5140
H -3.6569 -4.5165 0.3238
C 2.6797 -5.6054 -1.5336
O 1.5730 -5.7210 -2.4177
H 3.4906 -5.1063 -2.0577
H 2.4027 -5.0139 -0.6577
H 3.0145 -6.6005 -1.2202
H 0.8658 -6.1589 -1.9425
C -3.0991 1.2229 1.4857
O -3.1983 2.1842 2.5416
H -2.1466 0.7071 1.5784
H -3.9113 0.4949 1.5618
H -3.1406 1.7219 0.5168
H -4.0412 2.6293 2.4432
C -5.9940 -6.8377 -3.8875
O -6.1270 -5.9184 -2.8044
H -5.0355 -7.3439 -3.7953
H -6.7978 -7.5805 -3.8527
H -6.0252 -6.3075 -4.8336
H -6.9721 -5.4801 -2.9017
C 2.1985 3.0999 -1.3075
O 2.7823 2.8911 -2.5904
H 2.4510 2.2523 -0.6716
H 2.5936 4.0175 -0.8606
H 1.1111 3.1663 -1.3991
H 2.5503 3.6407 -3.1395
C 5.2652 5.6997 -0.8662
O 3.9483 5.8734 -0.3439
H 5.6058 4.6958 -0.6197
H 5.2582 5.8188 -1.9518
H 5.9436 6.4307 -0.4188
H 3.6669 6.7611 -0.5713
C -5.1827 5.6890 2.7802
O -6.0943 5.2246 1.7849
H -4.1694 5.4713 2.4524
H -5.2905 6.7668 2.9140
H -5.3712 5.1767 3.7281
H -6.9797 5.4241 2.0889
C 7.3692 9.2632 0.3693
O 6.3914 9.2758 -0.6719
H 7.3699 8.2769 0.8297
H 8.3603 9.4686 -0.0369
H 7.1199 10.0123 1.1272
H 6.4036 10.1477 -1.0666
C 4.1884 1.9832 1.9077
O 4.7756 1.7808 0.6298
H 4.4532 1.1452 2.5489
H 4.5644 2.9081 2.3568
H 3.0994 2.0350 1.8158
H 4.5256 2.5317 0.0875
C -5.3522 -6.9492 2.7774
O -5.4738 -7.4397 1.4474
H -4.3060 -6.7125 2.9596
H -5.9513 -6.0438 2.9054
H -5.6785 -7.7084 3.4949
H -6.4020 -7.6420 1.3021
C -6.6909 -10.4876 1.5068
O -7.9587 -9.8382 1.5920
H -5.9454 -9.7515 1.2201
H -6.4215 -10.9135 2.4791
H -6.7247 -11.2763 0.7500
H -8.6120 -10.4978 1.8426
C 10.4427 10.6510 2.1308
O 10.6419 9.7189 1.0687
H 10.1639 11.6106 1.6995
H 9.6434 10.3052 2.7892
H 11.3674 10.7690 2.7033
H 10.8850 8.8819 1.4659
C -1.6442 7.5305 3.3221
O -2.9468 7.7735 3.8482
H -1.3467 6.5227 3.6015
H -1.6526 7.6102 2.2320
H -0.9263 8.2435 3.7374
H -3.1969 8.6624 3.5944
C 8.2718 10.6661 6.0125
O 8.1718 10.1712 4.6804
H 9.3117 10.9200 6.2049
H 7.6568 11.5619 6.1332
H 7.9519 9.9033 6.7269
H 7.2520 9.9517 4.5252
C -3.9307 -6.9623 -7.4157
O -5.2553 -6.7690 -6.9248
H -3.6170 -7.9720 -7.1597
H -3.9058 -6.8453 -8.5027
H -3.2459 -6.2475 -6.9537
H -5.5172 -5.8762 -7.1563
C 5.3753 5.4633 4.4751
O 6.0710 5.3639 3.2378
H 5.9961 5.0367 5.2598
H 5.1753 6.5140 4.7059
H 4.4335 4.9107 4.4209
H 5.5044 5.7435 2.5624
C -8.7671 -13.5944 1.7433
O -9.5538 -12.6878 2.5166
H -9.3720 -13.9676 0.9206
H -7.8933 -13.0806 1.3377
H -8.4475 -14.4358 2.3633
H -9.0048 -12.3733 3.2379
*
```